(1)
A cluster of 7 separate species, C29H33Br4N5 in total at a distorted geometry, computed with wB97M-V/def2-TZVPD.

Properties
HOMO-LUMO gap, eV: 9.91
Net charge: 0
Structure (SMILES): c1ccncc1.c1ccncc1.c1ccncc1.c1ccncc1.c1ccncc1.BrCCBr.BrCCBr

Geometry (Å):
N1 1.6785 -0.0482 -0.0569
C1 1.4813 0.2428 1.2117
C2 0.4107 -0.3194 1.8732
C3 -0.3449 -1.2800 1.2947
C4 -0.1110 -1.6217 -0.0384
C5 0.9498 -0.9604 -0.6879
H1 2.1884 0.9560 1.7036
H2 0.2744 0.0111 2.9031
H3 -1.1337 -1.7903 1.8664
H4 -0.8092 -2.2948 -0.5262
H5 1.1437 -1.1080 -1.7584
N2 -4.3349 1.3319 0.9093
C6 -5.6158 1.4721 1.2982
C7 -6.0212 1.2833 2.6106
C8 -5.0480 0.9428 3.5593
C9 -3.7693 0.6976 3.1308
C10 -3.4475 0.9054 1.7912
H6 -6.2803 1.8480 0.5338
H7 -7.0572 1.5414 2.9026
H8 -5.2369 0.8532 4.6209
H9 -2.9658 0.3959 3.7957
H10 -2.4419 0.8299 1.4757
N3 -3.3354 -0.6652 -1.5278
C11 -3.4930 0.4689 -2.1570
C12 -4.7025 1.0507 -2.4398
C13 -5.8283 0.2834 -2.2385
C14 -5.6980 -0.9236 -1.5224
C15 -4.4247 -1.3995 -1.2886
H11 -2.5545 0.9403 -2.4629
H12 -4.7619 1.9740 -2.9540
H13 -6.8097 0.6232 -2.6244
H14 -6.5663 -1.5647 -1.4419
H15 -4.2125 -2.3874 -0.7391
N4 5.9985 0.9881 -4.3123
C16 4.7387 0.8786 -3.9076
C17 4.3250 1.2380 -2.6302
C18 5.2525 1.7899 -1.7693
C19 6.5647 1.9031 -2.1998
C20 6.8927 1.3905 -3.4346
H16 4.0319 0.5889 -4.6401
H17 3.3175 1.0539 -2.2723
H18 4.9019 2.1120 -0.7923
H19 7.2316 2.3769 -1.5163
H20 7.8941 1.2854 -3.8132
N5 2.4232 0.0853 4.4900
C21 3.0040 1.2079 4.1814
C22 4.3761 1.3811 3.8786
C23 5.1640 0.2575 3.9538
C24 4.5120 -0.9401 4.2311
C25 3.1549 -0.9933 4.5313
H21 2.3116 2.0521 4.1147
H22 4.6942 2.3771 3.6314
H23 6.2202 0.3400 3.6773
H24 5.1167 -1.7986 4.2494
H25 2.6553 -1.8936 4.7797
Br1 0.6393 -7.0999 -1.5989
C26 -0.4488 -5.6092 -2.2787
C27 0.5716 -4.5535 -2.6211
Br2 -0.4861 -3.2005 -3.5475
H26 -1.0689 -5.2499 -1.4631
H27 -0.9480 -5.9749 -3.1855
H28 1.3728 -4.8885 -3.2656
H29 0.9926 -4.0310 -1.7336
Br3 -1.5445 4.0613 -2.4958
C28 -0.4745 2.5703 -1.6908
C29 -1.0225 2.2562 -0.2583
Br4 -0.7795 3.7345 1.0492
H30 0.5921 2.7847 -1.8140
H31 -0.6701 1.7359 -2.3507
H32 -0.5257 1.3866 0.1397
H33 -2.1039 2.1085 -0.3328



(2)
A structure of composition C29H33BrN2O5Sc at a distorted geometry, computed with wB97M-V/def2-TZVPD.

Properties
HOMO-LUMO gap, eV: 7.01
Net charge: -1

Geometry (Å):
Sc1 -0.6958 0.6203 -1.9793
O1 0.0698 4.4975 0.1881
C1 0.8358 5.1746 -0.7217
C2 1.2538 6.4755 -0.4727
C3 1.9695 7.1265 -1.4621
C4 2.5943 6.4492 -2.4740
C5 2.4175 5.0238 -2.5801
C6 1.3217 4.4716 -1.8784
C7 0.9078 3.0958 -2.1630
O2 0.2025 2.4414 -1.2724
N1 1.3539 2.5400 -3.2742
N2 0.7904 1.3211 -3.4463
C8 1.2215 0.6699 -4.5089
C9 1.0477 -0.6717 -4.8305
C10 1.7917 -1.2439 -5.9366
C11 1.8111 -2.6127 -6.0869
C12 1.0884 -3.4462 -5.2551
C13 0.3752 -2.9258 -4.1819
C14 0.2747 -1.5488 -3.9973
O3 -0.5697 -1.0988 -3.0647
H1 0.1305 3.5582 -0.2346
H2 1.0428 6.9375 0.4613
H3 1.9864 8.2671 -1.4432
H4 3.2952 6.9961 -3.1235
H5 2.8831 4.3294 -3.3166
H6 1.9275 1.2573 -5.1151
H7 2.3044 -0.5768 -6.6438
H8 2.4267 -3.0892 -6.8680
H9 1.1270 -4.5395 -5.4530
H10 -0.1880 -3.6000 -3.5375
C15 1.1572 -2.8472 5.4894
C16 1.1894 -1.4425 4.8061
C17 0.1281 -0.6284 5.6491
C18 2.5865 -0.8473 4.9390
C19 0.7190 -1.4652 3.3310
C20 1.5355 -1.2842 2.2031
C21 0.9180 -1.0056 0.9935
Br1 1.9452 -0.4784 -0.5082
C22 -0.4383 -1.1217 0.7818
O4 -1.0373 -0.5812 -0.2438
C23 -1.1659 -1.7907 1.8421
C24 -0.6123 -1.7611 3.1172
C25 -2.5006 -2.4483 1.5622
C26 -2.3463 -3.3158 0.2990
C27 -3.6062 -1.4099 1.3197
C28 -2.9495 -3.3336 2.7204
H11 1.4493 -2.7682 6.5763
H12 1.7947 -3.5901 5.0482
H13 0.1243 -3.2476 5.5814
H14 0.4828 -0.2910 6.6318
H15 -0.8578 -1.1611 5.7942
H16 -0.1306 0.3106 5.1358
H17 2.7504 -0.6007 6.0273
H18 2.7457 0.0864 4.3360
H19 3.3660 -1.6009 4.6234
H20 2.6063 -1.0882 2.2302
H21 -1.2981 -1.8824 3.9776
H22 -2.1365 -2.7089 -0.5376
H23 -3.2877 -3.8483 0.1596
H24 -1.5909 -4.0900 0.3259
H25 -3.2729 -0.7139 0.5391
H26 -3.9110 -0.8600 2.2368
H27 -4.5030 -1.9158 1.0264
H28 -2.2588 -4.1446 2.9357
H29 -3.9249 -3.7438 2.4448
H30 -2.9559 -2.6813 3.6229
C29 -3.5598 2.0770 -2.4639
O5 -2.3826 1.3922 -2.1590
H31 -3.6587 3.1057 -2.0254
H32 -4.4220 1.5344 -2.1304
H33 -3.6881 2.2923 -3.5667



(3)
A cluster of 2 separate species, C29H33ClNO5S in total at a distorted geometry, computed with wB97M-V/def2-TZVPD.

Properties
HOMO-LUMO gap, eV: 4.51
Net charge: -1

Geometry (Å):
C1 4.3970 1.0393 -0.2004
C2 3.6014 0.5306 1.0036
C3 3.5359 -0.9941 0.9321
C4 4.3420 0.9200 2.2853
C5 2.1944 1.1651 1.0032
C6 1.0652 0.4185 0.8782
C7 -0.2559 0.9742 0.9273
C8 -1.3644 0.1226 0.8762
C9 -2.7149 0.5804 0.8236
C10 -3.0979 1.6752 -0.0051
C11 -4.3591 2.2310 0.0818
C12 -5.2910 1.7483 1.0001
C13 -6.5982 2.4603 1.1498
C14 -4.9717 0.6087 1.7623
C15 -3.7313 0.0025 1.6316
C16 -0.3615 2.3941 1.1158
C17 0.7228 3.2252 1.1600
C18 0.5757 4.7620 1.2477
C19 1.2528 5.2695 2.5245
C20 -0.8964 5.1717 1.2749
C21 1.2416 5.4053 0.0260
C22 2.0691 2.6355 1.0998
O1 3.0911 3.3650 1.1348
H1 4.4852 2.1262 -0.1511
H2 5.3998 0.5980 -0.2058
H3 3.8852 0.7695 -1.1302
H4 2.9904 -1.4020 1.7900
H5 3.0578 -1.3321 0.0058
H6 4.5502 -1.4104 0.9546
H7 3.7864 0.5642 3.1591
H8 5.3429 0.4747 2.2960
H9 4.4348 2.0061 2.3443
H10 1.1299 -0.6642 0.7430
H11 -1.1697 -0.9363 1.0057
H12 -2.3758 2.0690 -0.7188
H13 -4.6324 3.0772 -0.5609
H14 -7.2127 2.0172 1.9405
H15 -6.4607 3.5246 1.3959
H16 -7.1559 2.4265 0.2018
H17 -5.7132 0.2049 2.4504
H18 -3.4858 -0.8945 2.1959
H19 -1.3610 2.8078 1.2376
H20 2.3080 4.9899 2.5201
H21 1.1737 6.3598 2.5993
H22 0.7714 4.8233 3.4018
H23 -1.4243 4.8062 0.3862
H24 -1.3933 4.7826 2.1708
H25 -0.9950 6.2637 1.2908
H26 0.7609 5.0466 -0.8907
H27 1.1529 6.4967 0.0637
H28 2.2991 5.1365 -0.0028
O2 0.5907 -9.1805 -5.3914
N1 1.3845 -8.3366 -4.9180
O3 2.6129 -8.3637 -5.1471
C23 0.8656 -7.3019 -4.0876
C24 1.7210 -6.3177 -3.5552
C25 1.1845 -5.2504 -2.8358
C26 -0.1988 -5.1344 -2.6408
S1 -0.9175 -3.6698 -1.8242
C27 -0.9914 -4.0696 -0.1538
Cl1 -1.4912 -3.1120 1.0919
O4 0.0288 -2.5875 -2.0340
O5 -2.2331 -3.5976 -2.4276
C28 -1.0341 -6.1569 -3.1224
C29 -0.5171 -7.2312 -3.8415
H29 2.7875 -6.3949 -3.7432
H30 1.8556 -4.4856 -2.4538
H31 -0.9695 -5.1314 0.0756
H32 -2.1093 -6.1160 -2.9731
H33 -1.1646 -8.0052 -4.2442



(4)
A structure of composition C29H33CrN14O7PSSe at a distorted geometry, computed with wB97M-V/def2-TZVPD.

Properties
HOMO-LUMO gap (spin up / spin down), eV: 6.82 / 7.35
Net charge: +1
⟨S²⟩: 0.758
2S+1: 2

Geometry (Å):
Cr1 0.6136 -0.4298 0.5059
N1 -1.8650 -2.8557 3.0164
C1 -1.3827 -1.9340 2.1820
S1 -0.2813 -0.7611 2.7400
N2 -1.7972 -1.9854 0.9183
N3 -1.3141 -1.0247 0.0327
C2 -1.7837 -1.1028 -1.1521
C3 -1.5270 -0.1044 -2.1853
C4 -1.4843 -0.4934 -3.5148
C5 -1.2426 0.4782 -4.4722
C6 -1.0864 1.7895 -4.0630
C7 -1.1657 2.0779 -2.7029
N4 -1.3751 1.1587 -1.7747
H1 -1.6015 -2.8101 3.9860
H2 -2.5925 -3.4932 2.7362
H3 -2.4149 -1.9487 -1.4192
H4 -1.5768 -1.5371 -3.7851
H5 -1.1762 0.2120 -5.5179
H6 -0.9133 2.5810 -4.7785
H7 -1.0589 3.0968 -2.3472
C8 6.1804 -0.3549 0.7370
N5 4.7536 -0.5664 0.9791
C9 3.7201 0.1081 0.5001
N6 2.6096 -0.2810 1.1202
C10 3.0635 -1.2358 1.9958
N7 4.3518 -1.4186 1.9501
C11 6.7989 0.2644 1.9703
C12 7.7124 -0.4030 2.7705
C13 8.1070 0.1497 3.9845
C14 7.5636 1.3419 4.4299
C15 6.6468 2.0140 3.6256
C16 6.2971 1.4852 2.3905
C17 5.9609 3.2212 4.0710
N8 6.1347 3.9630 5.1103
N9 5.1562 4.9421 5.0655
C18 4.4673 4.7215 3.9984
O1 4.9188 3.6467 3.3160
C19 3.3183 5.4328 3.4533
C20 2.8389 6.5916 4.0586
C21 1.7550 7.2462 3.5011
C22 1.1519 6.7577 2.3475
C23 1.6293 5.6039 1.7428
C24 0.9951 5.0689 0.4793
N10 0.5024 3.7031 0.6318
C25 1.1091 2.5528 0.3698
N11 0.3108 1.5547 0.7282
C26 -0.7927 2.1815 1.2331
N12 -0.7036 3.4806 1.2013
C27 2.7104 4.9442 2.3035
H8 6.2608 0.2984 -0.1309
H9 6.6287 -1.3177 0.5008
H10 3.7924 0.8208 -0.3097
H11 2.4202 -1.7675 2.6740
H12 8.1089 -1.3611 2.4578
H13 8.8230 -0.3745 4.6028
H14 7.8233 1.7529 5.3961
H15 5.5923 2.0184 1.7645
H16 3.3247 6.9597 4.9520
H17 1.3740 8.1461 3.9641
H18 0.3066 7.2815 1.9183
H19 1.7077 5.0679 -0.3457
H20 0.1380 5.6782 0.2036
H21 2.0490 2.4544 -0.1493
H22 -1.6588 1.6574 1.5953
H23 3.1001 4.0431 1.8448
O2 2.9949 -1.8089 -1.8244
Se1 2.2088 -0.4225 -2.4804
O3 3.2649 0.7782 -2.3705
O4 1.0178 -0.1407 -1.3583
O5 1.6105 -0.7790 -3.9057
N13 2.9120 -4.1949 -2.2115
C28 2.4889 -4.2848 -0.8064
P1 0.8275 -3.5091 -0.6122
O6 0.1947 -3.1487 -1.9081
O7 0.9592 -2.3901 0.4407
C29 -0.1946 -4.8480 0.1443
N14 -1.6005 -4.6063 -0.2261
H24 3.8175 -4.6271 -2.3521
H25 2.7174 -2.6512 -2.2842
H26 2.2457 -4.6320 -2.8355
H27 3.1979 -3.7306 -0.1911
H28 2.4378 -5.3070 -0.4182
H29 -0.0734 -4.8328 1.2294
H30 0.1677 -5.8121 -0.2237
H31 -2.1680 -5.4288 -0.0628
H32 -1.6183 -4.4157 -1.2257
H33 -2.0414 -2.9136 0.5177



(5)
A structure of composition C29H33FeN5O5S at a distorted geometry, computed with wB97M-V/def2-TZVPD.

Properties
HOMO-LUMO gap (spin up / spin down), eV: 7.62 / 3.97
Net charge: +3
⟨S²⟩: 8.763
2S+1: 6

Geometry (Å):
Fe1 -0.0725 -0.4801 -0.3520
C1 1.0405 -1.0947 -4.9486
O1 0.2874 -2.2057 -4.4574
C2 0.1807 -2.0674 -3.1579
N1 0.7602 -1.0551 -2.6057
C3 1.5092 -0.3673 -3.6506
C4 1.3192 1.1217 -3.6889
C5 2.3416 1.9178 -4.2161
C6 2.1648 3.2820 -4.3375
C7 0.9647 3.8644 -3.9415
C8 -0.0438 3.0778 -3.3882
C9 0.1344 1.7144 -3.2513
C10 -0.4828 -3.0860 -2.3394
C11 -0.9324 -4.3109 -2.8334
C12 -1.4182 -5.2400 -1.9221
C13 -1.4435 -4.9297 -0.5667
C14 -1.0038 -3.6640 -0.1718
N2 -0.5390 -2.7776 -1.0473
C15 -1.0031 -3.1705 1.2113
N3 -0.7529 -1.9317 1.4766
C16 -0.9399 -1.7460 2.9108
C17 -1.0978 -3.2051 3.4233
O2 -1.2689 -3.9649 2.2220
C18 0.1152 -0.9200 3.5977
C19 1.1873 -0.3784 2.8936
C20 2.1634 0.3370 3.5586
C21 2.0595 0.5550 4.9319
C22 0.9620 0.0633 5.6303
C23 -0.0067 -0.6668 4.9686
H1 1.8641 -1.4761 -5.5533
H2 0.3857 -0.4769 -5.5709
H3 2.5784 -0.5731 -3.4927
H4 3.2652 1.4567 -4.5365
H5 2.9585 3.8916 -4.7437
H6 0.8140 4.9246 -4.0671
H7 -0.9743 3.5324 -3.0920
H8 -0.6400 1.0941 -2.8145
H9 -0.8782 -4.5156 -3.8925
H10 -1.7607 -6.2045 -2.2689
H11 -1.7875 -5.6431 0.1670
H12 -1.8908 -1.2068 3.0478
H13 -0.2002 -3.5677 3.9347
H14 -1.9693 -3.3653 4.0580
H15 1.2400 -0.5359 1.8153
H16 3.0138 0.7302 3.0206
H17 2.8197 1.1199 5.4482
H18 0.8637 0.2554 6.6874
H19 -0.8608 -1.0444 5.5077
C24 3.1337 4.1314 -0.2774
O3 1.8832 3.4392 -0.1755
C25 1.7739 2.1436 -0.1264
O4 0.6576 1.6387 0.0298
N4 2.8674 1.3514 -0.2404
N5 2.6867 -0.0487 -0.2952
H20 2.8704 5.1861 -0.2872
H21 3.6467 3.8863 -1.2077
H22 3.7666 3.9358 0.5883
H23 3.7940 1.7325 -0.3960
H24 3.2568 -0.4963 0.4224
H25 2.9844 -0.4026 -1.2053
O5 -2.0280 0.3737 -0.3099
S1 -2.9124 1.5417 0.0975
C26 -2.2995 1.9876 1.7807
C27 -3.3848 1.6260 2.7842
C28 -4.1702 0.4492 2.2130
C29 -4.4537 0.7913 0.7650
H26 -2.0779 3.0506 1.7876
H27 -1.3729 1.4262 1.9050
H28 -4.0521 2.4752 2.9297
H29 -2.9515 1.3896 3.7556
H30 -5.1003 0.2932 2.7586
H31 -3.5907 -0.4742 2.2697
H32 -5.2148 1.5666 0.6768
H33 -4.7388 -0.0608 0.1542



(6)
A structure of composition C29H33GeN3PbS3, computed with wB97M-V/def2-TZVPD.

Properties
HOMO-LUMO gap (spin up / spin down), eV: 5.98 / 5.98
Net charge: +2

Geometry (Å):
Pb1 -1.0166 -0.6113 -1.1033
C1 -3.0649 1.9220 0.7280
C2 -3.2922 0.8119 1.7634
S1 -2.1504 -0.5731 1.6378
C3 -3.2450 -2.0200 1.5975
C4 -4.3619 -2.0636 0.5487
S2 -3.7879 -2.0481 -1.1669
C5 -4.6899 -0.6730 -1.9209
C6 -4.6313 0.6805 -1.2226
S3 -2.9902 1.4202 -0.9985
H1 -2.1224 2.4485 0.8977
H2 -3.8611 2.6600 0.7969
H3 -4.3084 0.4215 1.7243
H4 -3.1505 1.2404 2.7547
H5 -3.6871 -2.1031 2.5908
H6 -2.5536 -2.8614 1.4851
H7 -5.0783 -1.2536 0.6815
H8 -4.9149 -2.9942 0.6864
H9 -5.7340 -0.9560 -2.0214
H10 -4.2781 -0.6117 -2.9295
H11 -5.0938 0.6497 -0.2398
H12 -5.1879 1.4025 -1.8180
C7 1.1050 0.5878 -0.6011
Ge1 2.2648 0.4098 0.9737
C8 4.1180 0.2163 0.6452
C9 4.6923 0.4769 -0.6020
C10 6.0642 0.3114 -0.7887
C11 6.8594 -0.1091 0.2695
C12 6.2938 -0.3719 1.5142
C13 4.9232 -0.2129 1.7048
C14 1.4662 -1.3240 1.3693
C15 1.6504 -2.4138 0.4937
C16 1.1843 -3.6800 0.8376
C17 0.5425 -3.8713 2.0600
C18 0.3631 -2.8005 2.9382
C19 0.8104 -1.5265 2.5953
C20 1.8149 1.7477 2.2653
C21 0.5171 2.2789 2.3473
C22 0.2286 3.3321 3.2120
C23 1.2406 3.8792 3.9971
C24 2.5320 3.3756 3.9143
C25 2.8261 2.3241 3.0456
H13 1.6950 0.4617 -1.5509
H14 4.0857 0.8183 -1.4376
H15 6.5102 0.5148 -1.7563
H16 7.9286 -0.2346 0.1246
H17 6.9191 -0.7008 2.3362
H18 4.4922 -0.4395 2.6764
H19 2.1956 -2.2878 -0.4430
H20 1.3440 -4.5192 0.1691
H21 0.2008 -4.8628 2.3396
H22 -0.1114 -2.9637 3.9014
H23 0.6664 -0.6989 3.2872
H24 -0.2689 1.8628 1.7239
H25 -0.7762 3.7438 3.2703
H26 1.0233 4.7087 4.6652
H27 3.3183 3.8083 4.5187
H28 3.8449 1.9545 2.9861
N1 -0.6864 -1.4456 -6.7449
C26 -0.8519 -0.4695 -5.8219
C27 -0.9093 -0.7434 -4.4436
N2 -1.0700 0.2384 -3.5643
C28 -1.1724 1.5020 -3.9993
C29 -1.1072 1.7514 -5.3558
N3 -0.9506 0.7851 -6.2625
H29 -0.6493 -2.4158 -6.5019
H30 -0.6679 -1.1892 -7.7166
H31 -0.8223 -1.7660 -4.0643
H32 -1.2950 2.2982 -3.2732
H33 -1.1820 2.7704 -5.7259



Number 1: E -11694.6298 Ha. Number 2: E -4945.5521 Ha. Number 3: E -2414.0799 Ha. Number 4: E -6603.4828 Ha. Number 5: E -3435.8089 Ha. Number 6: E -4752.8487 Ha.